1.
92
Properties=species:S:1:pos:R:3:lowdin_charge:R:1 method="wB97M-V/def2-TZVPD" homo_ha="-0.472 / -0.472" charge=+2 spin_multiplicity=2
C 2.139 -3.811 -0.675 -0.0017
C -0.101 -3.035 -0.453 -0.0638
H -3.159 3.186 1.579 0.1389
O -0.846 0.409 -1.628 -0.2016
C 3.336 -1.110 3.898 -0.0605
N 3.230 -0.003 0.877 0.1659
C 0.782 -4.061 -0.741 0.0036
C -1.000 5.067 -0.319 0.0085
C -4.361 -1.944 -1.614 -0.0302
H -2.360 7.389 0.420 0.1043
H -1.008 7.144 1.564 0.1004
C -0.534 4.090 -1.166 -0.0129
C 2.575 -2.551 -0.294 0.0218
H 3.635 -2.342 -0.258 0.1292
H -2.846 3.050 4.784 0.1137
H 6.379 2.265 3.261 0.1194
C -0.288 -0.434 3.147 -0.2541
H -4.881 -7.626 -1.782 0.1123
C 3.665 1.132 1.607 -0.2511
H -2.633 7.543 2.168 0.1023
C 5.371 2.243 2.873 -0.0489
O -2.252 1.218 -0.149 -0.2407
C 3.208 3.254 2.615 -0.0810
H 0.553 2.883 -3.255 0.0791
C -6.476 -5.341 0.800 -0.0803
C 1.010 -1.147 3.289 -0.1817
C -1.960 1.843 6.331 -0.0501
H 4.190 -0.583 4.304 0.1166
H -5.541 -5.321 -2.449 0.1076
C 3.464 -2.428 3.478 -0.0554
C 4.500 3.288 3.126 -0.0501
C -1.893 2.480 -0.002 -0.3622
C -0.552 1.629 -1.855 -0.2950
C -1.938 4.744 0.692 -0.2430
H -5.275 -2.561 1.578 0.1211
H -0.221 1.440 -3.930 0.1136
H -3.064 -1.500 1.938 0.1112
C -3.454 -1.653 0.942 -0.0788
O -2.449 5.633 1.541 -0.0368
H 2.526 4.075 2.805 0.1166
H -2.512 -0.962 -2.115 0.1181
N -2.687 -1.234 -0.076 -0.1071
C -2.402 3.428 0.844 0.0812
H 3.869 -0.779 0.858 0.1323
C -6.075 -6.644 1.069 -0.1262
H 2.001 0.554 4.154 0.1325
C 1.139 -2.469 2.870 -0.0358
C -2.219 2.195 5.012 -0.0498
N 0.995 0.639 0.513 -0.3298
C 2.109 -0.469 3.817 -0.0251
H -0.951 0.486 7.649 0.1163
C -4.683 -2.241 0.732 -0.0298
C -5.327 -6.952 -1.059 -0.1298
H 2.854 -4.584 -0.919 0.1328
H -2.389 2.421 7.139 0.1163
H 0.177 4.377 -1.929 0.1207
C -1.672 1.449 3.984 -0.0231
C -6.260 -4.843 -0.474 -0.5195
N -0.881 -0.537 2.041 0.0167
C -1.148 0.756 6.620 -0.0491
Ir -0.916 -0.177 0.199 1.5026
H 2.458 -4.148 2.680 0.1165
C -5.689 -5.665 -1.434 -0.0768
C -2.079 7.010 1.402 -0.0327
C 4.950 1.158 2.116 -0.0180
C -0.948 2.761 -1.017 -0.1719
H 0.270 -3.002 2.502 0.1200
S 1.167 2.234 1.147 1.0966
C -0.588 0.013 5.592 -0.0145
H -1.853 1.722 2.958 0.0832
C -5.150 -2.409 -0.568 -0.4806
H 4.821 4.136 3.713 0.1192
C 1.971 -0.222 0.479 -0.3167
H -4.692 -2.031 -2.639 0.1222
H 1.214 1.266 -2.934 0.1039
H -1.171 -3.173 -0.510 0.1182
H -6.228 -7.069 2.054 0.1140
H 0.399 -5.030 -1.027 0.1294
C 0.300 1.850 -3.061 0.0377
C -3.145 -1.356 -1.330 -0.0928
C 1.638 -1.582 0.007 -0.1864
H 0.043 -0.837 5.818 0.1236
H 5.625 0.332 1.920 0.1280
C 2.365 -3.110 2.973 -0.0644
N -5.500 -7.435 0.168 0.0746
S -6.726 -3.167 -0.896 1.0222
H -6.958 -4.743 1.562 0.1075
H -0.654 6.081 -0.447 0.1123
H 4.416 -2.933 3.569 0.1157
C 2.795 2.179 1.849 -0.4427
C -0.855 0.359 4.269 -0.1691
N 0.321 -1.822 -0.094 -0.0283

=====

2.
45
Properties=species:S:1:pos:R:3:lowdin_charge:R:1 method="wB97M-V/def2-TZVPD" homo_ha=-0.009 charge=-2 spin_multiplicity=1
H -2.288 -4.931 3.915 0.1011
H 5.964 0.748 -0.287 0.1139
H 6.047 2.348 -1.426 0.1113
H 2.606 3.161 1.116 0.0842
H -0.739 1.276 -4.118 0.0829
H -1.081 -2.872 -1.362 0.1251
H -2.988 0.226 -1.122 0.0466
C -0.425 1.348 -3.056 -0.0993
F 0.821 -2.277 1.904 -0.0166
H 1.273 3.313 -1.527 0.0895
H 4.870 0.978 -1.713 0.0452
Se 0.444 -0.115 4.651 -0.3050
O 4.479 2.169 -0.115 -0.0503
Sb -0.507 2.283 3.718 0.0740
H 0.316 -1.095 -2.247 0.1292
H -2.727 1.839 -1.933 0.1002
Se 1.676 0.783 2.826 -0.3214
H -3.038 0.279 -2.886 0.0930
F 0.246 -4.225 3.813 0.0120
Se -2.025 2.108 1.460 -0.3122
C -3.131 -3.687 2.409 -0.2390
N 2.381 2.963 0.116 -0.0093
N 1.119 3.176 -0.486 -0.0275
C -1.431 -1.820 -1.219 -0.2988
C -0.726 -3.803 2.901 -0.1978
F -4.395 -3.976 2.737 0.0726
Se 0.776 4.410 3.097 -0.5197
C -2.855 -2.779 1.411 -0.1461
C -0.808 -0.911 -2.224 -0.2873
C -2.044 -4.284 3.101 0.0357
O 3.093 2.069 -1.887 -0.0105
F -3.913 -2.087 0.914 0.0574
C 3.305 2.385 -0.702 -0.6033
H -2.506 -1.852 -1.476 0.0972
C -2.531 0.714 -1.958 -0.1367
N -1.198 -1.445 0.156 -0.2085
C 5.429 1.487 -0.988 -0.0385
N -1.081 0.499 -2.031 -0.3828
H 0.654 4.009 -0.062 0.0635
H -0.507 2.353 -2.709 0.0528
Pb -0.039 0.569 0.455 0.7105
H -1.291 -1.179 -3.217 0.1237
H 0.693 1.127 -2.891 0.0979
C -1.529 -2.349 1.061 -0.1955
C -0.387 -2.931 1.883 -0.1132

=====

Relative energy (zero: lowest compared OMol25 entry of this formula, charge and spin) values (in kcal/mol) by entry order: 30.24 0.00.